Entry 1:
The following is a DFT calculation (ωB97M-V with the def2-TZVPD basis set) of one molecule with the formula C4H10O.

Summary:
Lowest unoccupied orbital energy in Eh: 0.043
HOMO in eV: -9.8
SMILES: CCCOC

The geometry in ORCA input format:
```
! RIJCOSX wB97M-V def2-TZVPD def2/J DEFGRID3
* xyz 0 1
C 1.64 -0.34 -1.60
C 0.18 -0.14 -1.19
C 0.03 0.15 0.29
O -1.32 0.47 0.56
C -1.66 0.31 1.91
H 2.18 -0.95 -0.86
H 1.71 -0.85 -2.56
H 2.17 0.62 -1.69
H -0.40 -1.04 -1.43
H -0.27 0.68 -1.75
H 0.69 0.99 0.58
H 0.35 -0.72 0.89
H -2.69 0.65 2.03
H -1.60 -0.74 2.22
H -1.01 0.90 2.58
*
```


Entry 2:
The following is a DFT calculation (ωB97M-V with the def2-TZVPD basis set) of a 2-piece molecular cluster, C4H10O overall.

Summary:
Lowest unoccupied orbital energy in Eh: 0.039
HOMO in eV: -9.6
SMILES: C=CC.CO

The geometry in ORCA input format:
```
! RIJCOSX wB97M-V def2-TZVPD def2/J DEFGRID3
* xyz 0 1
C 4.19 -1.65 0.23
C 4.86 -0.50 0.36
C 4.15 0.82 0.06
H 4.63 -2.58 0.55
H 3.40 -1.88 -0.48
H 5.51 -0.50 1.24
H 4.00 1.02 -1.00
H 3.18 0.63 0.50
H 4.53 1.70 0.56
C -6.27 0.15 -0.16
O -6.53 1.57 -0.41
H -6.01 -0.28 -1.13
H -5.42 0.27 0.51
H -7.10 -0.35 0.32
H -7.13 1.59 -1.16
*
```


Entry 3:
The following is a DFT calculation (ωB97M-V with the def2-TZVPD basis set) of a 2-piece molecular cluster, C4H10O overall.

Summary:
Lowest unoccupied orbital energy in Eh: 0.031
HOMO in eV: -9.1
SMILES: C=C(C)C.O

The geometry in ORCA input format:
```
! RIJCOSX wB97M-V def2-TZVPD def2/J DEFGRID3
* xyz 0 1
C -1.84 -1.07 -0.76
C -0.77 -0.29 -0.52
C -0.90 0.98 0.20
C 0.59 -0.87 -0.84
H -1.77 -2.07 -1.16
H -2.81 -0.67 -0.51
H -0.58 0.88 1.24
H -1.94 1.25 0.38
H -0.31 1.76 -0.26
H 0.58 -1.93 -1.06
H 1.24 -0.57 -0.03
H 0.98 -0.45 -1.78
O 2.33 0.96 2.04
H 2.90 1.70 1.79
H 2.29 0.38 1.27
*
```


Entry 4:
The following is a DFT calculation (ωB97M-V with the def2-TZVPD basis set) of one molecule with the formula C4H10O.

Summary:
Lowest unoccupied orbital energy in Eh: 0.037
HOMO in eV: -10.2
SMILES: CC(C)CO

The geometry in ORCA input format:
```
! RIJCOSX wB97M-V def2-TZVPD def2/J DEFGRID3
* xyz 0 1
C 0.11 1.62 0.17
C 0.18 0.09 0.28
C 1.41 -0.47 -0.43
C -1.11 -0.63 -0.17
O -1.18 -1.84 0.56
H 0.97 2.07 0.68
H -0.80 2.01 0.65
H 0.13 1.97 -0.87
H 0.27 -0.14 1.34
H 1.45 -0.15 -1.48
H 2.33 -0.12 0.06
H 1.41 -1.57 -0.40
H -1.10 -0.84 -1.25
H -1.97 0.02 0.03
H -2.10 -2.03 0.80
*
```


Entry 5:
The following is a DFT calculation (ωB97M-V with the def2-TZVPD basis set) of a 2-piece molecular cluster, C4H10O2 overall.

Summary:
Lowest unoccupied orbital energy (spin up / spin down) in Eh: 0.110 / 0.109
HOMO (spin up / spin down) in eV: 0.4 / -2.8
Expectation value of S²: 0.754

The geometry in ORCA input format:
```
! RIJCOSX wB97M-V def2-TZVPD def2/J DEFGRID3
* xyz -1 2
C 0.32 -1.38 -0.98
C 0.15 -0.10 -1.79
C -1.30 0.39 -1.83
C 1.10 1.00 -1.30
O 1.02 -1.38 0.12
H -0.57 -2.06 -1.03
H 0.44 -0.32 -2.83
H -1.77 0.28 -0.85
H -1.47 1.40 -2.19
H -1.91 -0.29 -2.44
H 0.91 1.95 -1.81
H 0.95 1.12 -0.23
H 2.13 0.72 -1.47
H 0.09 -0.27 6.98
H -0.02 -0.97 5.62
O -0.08 -0.10 6.04
*
```


Entry 6:
The following is a DFT calculation (ωB97M-V with the def2-TZVPD basis set) of a 3-piece molecular cluster, C4H10O2 overall.

Summary:
Lowest unoccupied orbital energy (spin up / spin down) in Eh: 0.065 / 0.065
HOMO (spin up / spin down) in eV: 0.4 / -2.5
Expectation value of S²: 0.769

The geometry in ORCA input format:
```
! RIJCOSX wB97M-V def2-TZVPD def2/J DEFGRID3
* xyz -1 2
C -4.89 0.17 -1.01
C -3.70 -0.54 -1.29
C -3.56 -1.43 -2.39
C -2.53 -1.55 -3.29
H -5.69 0.15 -1.74
H -4.78 0.85 -0.18
H -2.76 -0.16 -0.89
H -4.53 -1.89 -2.59
H -2.61 -2.02 -4.27
H -1.59 -1.03 -3.11
H 5.11 0.02 4.69
H 5.52 1.40 4.94
O 5.84 0.62 4.47
H 6.44 1.16 2.50
H 6.77 2.55 2.27
O 6.96 1.69 1.89
*
```


Entry 7:
The following is a DFT calculation (ωB97M-V with the def2-TZVPD basis set) of a 2-piece molecular cluster, C4H10O2 overall.

Summary:
Lowest unoccupied orbital energy (spin up / spin down) in Eh: -0.020 / -0.020
HOMO (spin up / spin down) in eV: -9.1 / -9.1

The geometry in ORCA input format:
```
! RIJCOSX wB97M-V def2-TZVPD def2/J DEFGRID3
* xyz 0 1
C -2.25 -0.68 -0.26
C -1.23 0.31 0.31
C 0.19 -0.21 0.11
O 0.54 -0.36 -1.21
C 1.27 0.75 0.33
O 2.92 -0.14 -0.78
H -3.26 -0.28 -0.20
H -2.01 -0.89 -1.30
H -2.23 -1.63 0.29
H -1.32 1.28 -0.21
H -1.42 0.50 1.38
H 0.34 -1.12 0.72
H 2.05 -0.49 -1.18
H 2.04 0.68 1.10
H 1.18 1.71 -0.17
H 3.19 0.57 -1.38
*
```


Entry 8:
The following is a DFT calculation (ωB97M-V with the def2-TZVPD basis set) of a 3-piece molecular cluster, C4H10O2 overall.

Summary:
Lowest unoccupied orbital energy in Eh: 0.016
HOMO in eV: -9.0
SMILES: C=CC=C.O.O

The geometry in ORCA input format:
```
! RIJCOSX wB97M-V def2-TZVPD def2/J DEFGRID3
* xyz 0 1
C -2.31 -1.30 0.64
C -1.32 -0.41 0.66
C -0.91 0.60 -0.31
C -0.25 1.74 -0.08
H -3.32 -1.12 0.27
H -2.25 -2.21 1.18
H -0.60 -0.53 1.47
H -1.31 0.47 -1.32
H -0.13 2.39 -0.93
H 0.00 1.94 0.95
O 2.13 -0.06 1.09
H 2.45 -0.86 0.65
H 2.13 0.42 0.25
O 1.60 -0.42 -1.67
H 0.91 0.19 -1.97
H 1.08 -1.11 -1.24
*
```


Entry 9:
The following is a DFT calculation (ωB97M-V with the def2-TZVPD basis set) of one molecule with the formula C4H10O2.

Summary:
Lowest unoccupied orbital energy in Eh: 0.031
HOMO in eV: -9.6
SMILES: COC[C@@H](C)O

The geometry in ORCA input format:
```
! RIJCOSX wB97M-V def2-TZVPD def2/J DEFGRID3
* xyz 0 1
C -1.12 1.87 0.31
O -0.71 1.44 -0.97
C -0.18 0.09 -1.19
C 0.48 -0.54 0.04
C 0.08 -1.95 0.48
O 1.90 -0.48 0.03
H -0.67 2.85 0.52
H -2.21 1.92 0.44
H -0.75 1.22 1.09
H 0.55 0.25 -1.99
H -0.99 -0.55 -1.58
H 0.10 0.08 0.85
H 0.29 -2.04 1.55
H 0.63 -2.75 -0.03
H -0.99 -2.10 0.33
H 2.14 0.42 -0.23
*
```


Entry 10:
The following is a DFT calculation (ωB97M-V with the def2-TZVPD basis set) of a 2-piece molecular cluster, C4H10O2 overall.

Summary:
Lowest unoccupied orbital energy in Eh: 0.027
HOMO in eV: -9.1
SMILES: C/C=C/CO.O

The geometry in ORCA input format:
```
! RIJCOSX wB97M-V def2-TZVPD def2/J DEFGRID3
* xyz 0 1
C 0.43 2.76 0.64
C 0.37 1.69 -0.41
C -0.09 0.46 -0.15
C -0.53 -0.62 -1.10
O 0.54 -1.62 -1.20
H -0.53 3.15 0.99
H 0.96 2.32 1.49
H 0.94 3.62 0.18
H 0.74 1.77 -1.43
H 0.00 0.10 0.91
H -0.56 -0.26 -2.11
H -1.49 -0.96 -0.69
H 0.84 -1.74 -0.28
O -0.52 -2.03 1.79
H -0.89 -1.85 0.92
H -1.17 -2.70 2.06
*
```


Entry 11:
The following is a DFT calculation (ωB97M-V with the def2-TZVPD basis set) of C4H10O2 as an isolated structure.

Summary:
Lowest unoccupied orbital energy (spin up / spin down) in Eh: 0.030 / 0.030
HOMO (spin up / spin down) in eV: -7.4 / -7.4

The geometry in ORCA input format:
```
! RIJCOSX wB97M-V def2-TZVPD def2/J DEFGRID3
* xyz 0 1
C -0.89 -1.21 -1.16
O -1.41 -0.27 -0.29
C -0.61 0.68 0.06
C -1.01 1.54 1.20
C 1.37 -0.71 0.32
O 2.18 0.00 -0.61
H -1.61 -2.01 -1.30
H -0.54 -0.77 -2.10
H 0.31 -1.22 -0.34
H 0.13 1.03 -0.67
H -1.55 2.44 0.88
H -0.11 1.87 1.74
H -1.65 0.98 1.89
H 1.39 -0.14 1.25
H 1.82 -1.69 0.56
H 2.19 -0.52 -1.42
*
```


Entry 12:
The following is a DFT calculation (ωB97M-V with the def2-TZVPD basis set) of one molecule with the formula C4H10O2.

Summary:
Lowest unoccupied orbital energy in Eh: 0.037
HOMO in eV: -10.0
SMILES: COC[C@H](C)O

The geometry in ORCA input format:
```
! RIJCOSX wB97M-V def2-TZVPD def2/J DEFGRID3
* xyz 0 1
C 0.79 2.07 -0.52
O -0.32 1.61 0.24
C -0.82 0.36 -0.19
C 0.16 -0.78 0.16
C -0.51 -2.14 0.23
O 0.73 -0.50 1.42
H 1.54 1.28 -0.69
H 0.46 2.45 -1.50
H 1.25 2.88 0.04
H -1.04 0.37 -1.27
H -1.76 0.22 0.36
H 0.95 -0.82 -0.61
H 0.23 -2.89 0.51
H -0.95 -2.43 -0.73
H -1.29 -2.12 1.00
H 0.58 0.45 1.57
*
```


Entry 13:
The following is a DFT calculation (ωB97M-V with the def2-TZVPD basis set) of one molecule with the formula C4H10O2.

Summary:
Lowest unoccupied orbital energy in Eh: 0.028
HOMO in eV: -9.8
SMILES: C[C@@H](O)CCO

The geometry in ORCA input format:
```
! RIJCOSX wB97M-V def2-TZVPD def2/J DEFGRID3
* xyz 0 1
C -2.10 0.41 0.27
C -0.63 0.10 0.44
O -0.54 -1.23 0.90
C 0.15 0.29 -0.87
C 1.66 0.13 -0.71
O 1.93 -1.21 -0.31
H -2.63 0.21 1.21
H -2.26 1.46 0.01
H -2.54 -0.22 -0.50
H -0.20 0.79 1.19
H 0.37 -1.53 0.72
H -0.04 1.30 -1.26
H -0.21 -0.43 -1.61
H 2.02 0.84 0.06
H 2.17 0.36 -1.65
H 2.85 -1.26 -0.02
*
```


Entry 14:
The following is a DFT calculation (ωB97M-V with the def2-TZVPD basis set) of one molecule with the formula C4H10O2.

Summary:
Lowest unoccupied orbital energy in Eh: 0.030
HOMO in eV: -10.1
SMILES: CC(C)(O)CO

The geometry in ORCA input format:
```
! RIJCOSX wB97M-V def2-TZVPD def2/J DEFGRID3
* xyz 0 1
C 1.07 -0.09 -1.28
C 0.19 0.19 -0.07
C 0.85 -0.28 1.22
O -0.01 1.60 -0.04
C -1.18 -0.48 -0.24
O -2.09 -0.01 0.74
H 0.60 0.29 -2.20
H 2.03 0.42 -1.17
H 1.24 -1.16 -1.40
H 1.08 -1.35 1.19
H 1.78 0.28 1.39
H 0.18 -0.11 2.08
H -0.51 1.77 0.77
H -1.56 -0.28 -1.26
H -1.10 -1.56 -0.12
H -2.55 0.75 0.37
*
```


Entry 15:
The following is a DFT calculation (ωB97M-V with the def2-TZVPD basis set) of a 2-piece molecular cluster, C4H10O2 overall.

Summary:
Lowest unoccupied orbital energy in Eh: 0.021
HOMO in eV: -9.3
SMILES: CC(C)C=O.O

The geometry in ORCA input format:
```
! RIJCOSX wB97M-V def2-TZVPD def2/J DEFGRID3
* xyz 0 1
C -1.03 -1.14 0.29
C -0.79 0.31 0.69
C -0.48 1.31 -0.43
C 0.37 0.44 1.85
O 0.13 0.79 2.91
H -2.06 -1.27 0.06
H -0.68 -1.88 1.04
H -0.42 -1.38 -0.58
H -1.56 0.76 1.33
H -1.31 1.41 -1.14
H 0.31 0.87 -1.08
H -0.27 2.33 -0.08
H 1.41 0.28 1.58
O 1.83 -1.23 -2.19
H 2.37 -0.93 -2.89
H 2.19 -0.67 -1.36
*
```


Entry 16:
The following is a DFT calculation (ωB97M-V with the def2-TZVPD basis set) of one molecule with the formula C4H10O2.

Summary:
Lowest unoccupied orbital energy in Eh: 0.037
HOMO in eV: -10.1
SMILES: CCO[C@H](C)O

The geometry in ORCA input format:
```
! RIJCOSX wB97M-V def2-TZVPD def2/J DEFGRID3
* xyz 0 1
C -2.26 -0.80 -0.33
C -1.12 -0.23 0.49
O 0.17 -0.72 -0.14
C 1.20 0.02 0.39
C 1.47 1.34 -0.33
O 2.34 -0.95 0.20
H -3.21 -0.55 0.13
H -2.23 -0.39 -1.34
H -2.17 -1.88 -0.39
H -1.12 -0.63 1.51
H -1.22 0.86 0.58
H 1.14 0.15 1.48
H 1.49 1.17 -1.41
H 2.44 1.72 -0.01
H 0.71 2.07 -0.09
H 2.39 -1.17 -0.74
*
```


Entry 17:
The following is a DFT calculation (ωB97M-V with the def2-TZVPD basis set) of C4H10O2 as an isolated structure.

Summary:
Lowest unoccupied orbital energy in Eh: 0.012
HOMO in eV: -8.8

The geometry in ORCA input format:
```
! RIJCOSX wB97M-V def2-TZVPD def2/J DEFGRID3
* xyz 0 1
C 1.92 0.62 -1.37
O 0.62 0.06 -1.27
C 0.38 -0.66 -0.18
C -0.93 -1.08 0.09
C -1.94 0.27 0.88
O -1.39 0.88 1.86
H 2.68 -0.16 -1.28
H 1.99 1.10 -2.34
H 2.07 1.36 -0.57
H 0.74 0.56 1.21
H 1.26 -1.07 0.33
H -1.55 -1.20 -0.79
H -0.97 -1.93 0.78
H -2.14 0.87 -0.04
H -2.77 -0.41 1.11
H 0.04 0.80 1.58
*
```


Entry 18:
The following is a DFT calculation (ωB97M-V with the def2-TZVPD basis set) of a 2-piece molecular cluster, C4H10O2 overall.

Summary:
Lowest unoccupied orbital energy in Eh: 0.023
HOMO in eV: -9.5
SMILES: CC(C)C=O.O

The geometry in ORCA input format:
```
! RIJCOSX wB97M-V def2-TZVPD def2/J DEFGRID3
* xyz 0 1
C -0.21 0.78 0.09
C -0.75 -0.17 -0.99
C 0.28 -1.26 -1.32
C -2.00 -0.80 -0.45
O -3.10 -0.76 -0.92
H 0.69 1.29 -0.28
H -0.91 1.59 0.29
H 0.11 0.26 0.98
H -0.98 0.41 -1.89
H 1.18 -0.74 -1.65
H 0.55 -1.77 -0.38
H -0.11 -2.01 -2.00
H -1.80 -1.34 0.50
O 2.14 1.37 2.35
H 2.21 0.96 3.23
H 2.67 2.18 2.44
*
```


Entry 19:
The following is a DFT calculation (ωB97M-V with the def2-TZVPD basis set) of a 2-piece molecular cluster, C4H10O2 overall.

Summary:
Lowest unoccupied orbital energy in Eh: 0.031
HOMO in eV: -9.3
SMILES: OC1CC1.CO

The geometry in ORCA input format:
```
! RIJCOSX wB97M-V def2-TZVPD def2/J DEFGRID3
* xyz 0 1
O -2.59 -1.15 0.04
C -1.54 -0.65 0.78
C -0.17 -0.80 0.31
C -1.01 0.66 0.39
H -2.57 -2.10 0.20
H -1.59 -0.74 1.87
H 0.61 -1.22 0.97
H 0.01 -1.08 -0.73
H -1.08 1.46 1.15
H -1.30 1.02 -0.60
C 2.09 0.73 -1.00
O 1.72 0.70 0.34
H 2.65 -0.18 -1.26
H 1.24 0.81 -1.70
H 2.74 1.60 -1.15
H 0.78 0.93 0.39
*
```


Entry 20:
The following is a DFT calculation (ωB97M-V with the def2-TZVPD basis set) of C4H10O2 as an isolated structure.

Summary:
Lowest unoccupied orbital energy (spin up / spin down) in Eh: -0.005 / -0.005
HOMO (spin up / spin down) in eV: -8.4 / -8.4

The geometry in ORCA input format:
```
! RIJCOSX wB97M-V def2-TZVPD def2/J DEFGRID3
* xyz 0 1
C -0.07 2.05 -1.63
O 0.37 1.38 -0.44
C -0.18 0.24 -0.16
C 0.12 -0.40 1.15
C -0.55 -1.79 1.23
O 1.38 -0.34 1.51
H 0.33 1.53 -2.50
H -1.16 2.09 -1.66
H 0.34 3.06 -1.57
H 1.37 -0.90 -0.74
H -1.08 -0.01 -0.75
H -0.54 0.30 1.75
H -0.43 -2.16 2.25
H -0.03 -2.48 0.56
H -1.62 -1.77 0.98
H 1.72 -0.81 0.01
*
```


Computed values of strongest force on any atom (unit: eV Å⁻¹) for the preceding records, in sequence: 0.302, 2.513, 3.226, 0.503, 1.170, 1.779, 0.430, 1.908, 0.663, 2.599, 0.351, 0.297, 0.391, 0.309, 7.505, 4.016, 0.328, 1.185, 1.111, 0.307.
Computed values of electronic energy (unit: hartree) for the preceding records, in sequence: -233.61890, -233.56235, -233.60852, -233.63188, -308.82650, -308.78572, -308.75601, -308.80486, -308.82783, -308.81945, -308.70428, -308.85870, -308.87742, -308.88138, -308.83524, -308.85436, -308.71825, -308.86857, -308.77514, -308.71097.